Run i
C3H7N | the ωB97M-V functional and the def2-TZVPD basis

Cartesian coordinates (Å):
C: 0.937 -1.588 0.045
C: 0.718 -0.261 -0.027
C: -0.472 0.454 -0.625
N: -1.049 1.470 0.309
H: 1.114 -2.110 0.973
H: 0.822 -2.148 -0.888
H: 1.249 0.374 0.705
H: -0.260 1.027 -1.534
H: -1.284 -0.257 -0.743
H: -0.377 2.120 0.698
H: -1.397 0.918 1.087

As for the SMILES: C=CCN. Its LUMO energy is 0.040 Ha. For the HOMO-LUMO gap, the calculation gives 10.05 eV.

Atomic partial charges in e from the Mulliken method, atoms 1 to 8: atom 1 (C): -0.590, atom 2 (C): -0.237, atom 3 (C): -0.425, atom 4 (N): -0.610, atom 5 (H): 0.250, atom 6 (H): 0.249, atom 7 (H): 0.243, atom 8 (H): 0.284

Run ii
C3H7N | the ωB97M-V functional and the def2-TZVPD basis

Cartesian coordinates (Å):
C: -0.145 1.249 -0.768
C: -0.493 -1.021 0.660
C: 0.959 -0.731 0.435
N: 1.419 0.231 -0.196
H: 1.584 -1.610 0.660
H: 0.338 1.568 -1.696
H: -0.024 2.050 -0.047
H: -1.186 1.201 -1.093
H: -0.897 -0.020 0.048
H: -0.795 -1.996 0.282
H: -0.760 -0.922 1.714

Its LUMO energy is 0.027 Ha. For the HOMO-LUMO gap, the calculation gives 10.20 eV.

Atomic partial charges in e from the Mulliken method, atoms 1 to 8: atom 1 (C): -1.013, atom 2 (C): -0.584, atom 3 (C): 0.132, atom 4 (N): -0.506, atom 5 (H): 0.347, atom 6 (H): 0.365, atom 7 (H): 0.309, atom 8 (H): 0.339

Most stable of them? run i.

Run i
CH2N2O2 | the ωB97M-V functional and the def2-TZVPD basis

Cartesian coordinates (Å):
N: 2.208 -0.949 -0.421
N: 2.206 0.121 -0.156
O: 2.300 1.283 0.008
C: -1.667 -0.145 0.194
O: -0.659 0.409 0.485
H: -2.437 0.599 -0.237
H: -1.951 -1.318 0.128

As for the SMILES: N#[N+][O-].C=O. Its LUMO energy is 0.027 Ha. For the HOMO-LUMO gap, the calculation gives 11.04 eV.

The net atomic charges from Mulliken, expressed in e, are: atom 1 (N): -0.310, atom 2 (N): 0.805, atom 3 (O): -0.494, atom 4 (C): -0.075, atom 5 (O): -0.343, atom 6 (H): 0.210, atom 7 (H): 0.208

Run ii
CH2N2O2 | the ωB97M-V functional and the def2-TZVPD basis

Cartesian coordinates (Å):
O: 1.363 1.672 -0.091
C: 0.490 1.134 0.436
N: -0.296 -0.373 -0.019
N: 0.370 -1.193 -0.724
O: -0.358 -2.160 -0.973
H: -0.209 1.489 1.328
H: -1.359 -0.569 0.042

As for the SMILES: O=CNN=O. Its LUMO energy is 0.000 Ha. For the HOMO-LUMO gap, the calculation gives 9.57 eV.

The net atomic charges from Mulliken, expressed in e, are: atom 1 (O): -0.276, atom 2 (C): 0.194, atom 3 (N): 0.000, atom 4 (N): 0.052, atom 5 (O): -0.499, atom 6 (H): 0.270, atom 7 (H): 0.258

Run iii
CH2N2O2 | the ωB97M-V functional and the def2-TZVPD basis

Cartesian coordinates (Å):
O: -1.995 -0.121 -1.131
N: -0.894 0.151 -1.501
O: 0.067 -0.720 -1.193
H: -0.245 -1.503 -0.684
C: 1.041 0.720 1.520
N: 0.180 1.320 1.079
H: 1.846 0.152 1.911

As for the SMILES: O=NO.C#N. Its LUMO energy is 0.018 Ha. For the HOMO-LUMO gap, the calculation gives 11.06 eV.

The net atomic charges from Mulliken, expressed in e, are: atom 1 (O): -0.358, atom 2 (N): 0.311, atom 3 (O): -0.296, atom 4 (H): 0.328, atom 5 (C): 0.085, atom 6 (N): -0.339, atom 7 (H): 0.270

Run iv
CH2N2O2 | the ωB97M-V functional and the def2-TZVPD basis

Cartesian coordinates (Å):
C: 0.680 -1.252 -0.692
N: -0.958 1.771 0.685
N: 0.106 0.289 -0.686
O: 0.800 -1.785 -1.730
O: -0.416 0.611 0.474
H: 1.036 -1.515 0.210
H: -1.247 1.879 1.739

Its LUMO energy (alpha / beta) is -0.036 / -0.020 Ha. For the HOMO-LUMO gap (alpha / beta), the calculation gives 9.15 / 9.62 eV.

The net atomic charges from Mulliken, expressed in e, are: atom 1 (C): 0.082, atom 2 (N): -0.330, atom 3 (N): -0.155, atom 4 (O): -0.344, atom 5 (O): 0.108, atom 6 (H): 0.383, atom 7 (H): 0.257

Most stable of them? run i.

Run i
CH2N2O2 | the ωB97M-V functional and the def2-TZVPD basis

Cartesian coordinates (Å):
O: -2.835 0.411 -0.331
C: -1.885 -0.073 0.200
N: -1.023 -1.080 0.266
N: -0.570 0.211 0.752
O: -0.040 1.242 -0.091
H: -0.657 -1.761 -0.451
H: 0.603 1.787 0.505

As for the SMILES: O=C1NN1O. Its LUMO energy is 0.028 Ha. For the HOMO-LUMO gap, the calculation gives 10.55 eV.

The net atomic charges from Mulliken, expressed in e, are: atom 1 (O): -0.453, atom 2 (C): 0.646, atom 3 (N): -0.270, atom 4 (N): -0.171, atom 5 (O): -0.428, atom 6 (H): 0.281, atom 7 (H): 0.393

Run ii
CH2N2O2 | the ωB97M-V functional and the def2-TZVPD basis

Cartesian coordinates (Å):
H: 2.354 -0.115 -0.083
N: 1.600 -0.810 -0.110
C: 0.475 -0.205 -0.007
O: -0.733 -0.802 0.028
N: -2.059 -0.056 0.098
O: -1.992 1.093 -0.008
H: 0.356 0.896 0.082

As for the SMILES: [H]/N=C/ON=O. Its LUMO energy is -0.037 Ha. For the HOMO-LUMO gap, the calculation gives 9.66 eV.

The net atomic charges from Mulliken, expressed in e, are: atom 1 (H): 0.260, atom 2 (N): -0.542, atom 3 (C): 0.191, atom 4 (O): -0.293, atom 5 (N): 0.411, atom 6 (O): -0.265, atom 7 (H): 0.238

Most stable of them? run ii.

Run i
C4H5NS2 | the ωB97M-V functional and the def2-TZVPD basis

Cartesian coordinates (Å):
S: -1.843 -2.098 -0.004
C: -2.144 -0.451 -0.008
C: -1.282 0.694 -0.034
C: 0.076 0.798 -0.124
N: 0.911 -0.282 -0.011
C: 2.267 -0.212 0.142
S: 3.360 -1.382 -0.064
H: -3.110 -0.059 0.105
H: -1.838 1.628 -0.025
H: 0.531 1.744 -0.223
H: 0.468 -1.153 -0.241
H: 2.604 0.773 0.487

As for the SMILES: S=C/C=C\NC=S. Its LUMO energy is -0.050 Ha. For the HOMO-LUMO gap, the calculation gives 7.46 eV.

Atomic partial charges in e from the Mulliken method, atoms 1 to 8: atom 1 (S): -0.313, atom 2 (C): -0.170, atom 3 (C): -0.507, atom 4 (C): 0.140, atom 5 (N): -0.016, atom 6 (C): -0.086, atom 7 (S): -0.276, atom 8 (H): 0.283

Run ii
C4H5NS2 | the ωB97M-V functional and the def2-TZVPD basis

Cartesian coordinates (Å):
S: 0.559 -0.596 1.968
C: 0.631 0.177 0.389
C: 1.646 0.916 -0.161
C: 1.321 1.210 -1.509
C: 0.071 0.714 -1.734
N: -0.356 0.075 -0.581
S: -1.908 -0.657 -0.416
H: -0.554 0.032 2.366
H: 2.583 1.184 0.337
H: 1.980 1.582 -2.214
H: -0.483 0.565 -2.664
H: -1.473 -1.955 -0.499

As for the SMILES: Sc1cccn1S. Its LUMO energy is 0.021 Ha. For the HOMO-LUMO gap, the calculation gives 8.95 eV.

Atomic partial charges in e from the Mulliken method, atoms 1 to 8: atom 1 (S): -0.254, atom 2 (C): -0.013, atom 3 (C): -0.248, atom 4 (C): -0.587, atom 5 (C): -0.270, atom 6 (N): 0.025, atom 7 (S): -0.132, atom 8 (H): 0.137

Most stable of them? run ii.